# C43H49BiF6N6O4P2SSeSi

A molecular structure, C43H49BiF6N6O4P2SSeSi (wB97M-V/def2-TZVPD, the OMol25 dataset).

For the total energy, the calculation gives -6883.1455 hartree. As for the spin multiplicity: 2. For the HOMO energy (alpha / beta), the calculation gives -9.948 / -9.844 eV. Its total charge is +1. The molar mass is 1237.93 g mol⁻¹.

Structure (XYZ):
```
114
Properties=species:S:1:pos:R:3:forces:R:3:lowdin_spin:R:1
Bi 0.170015 0.163410 -0.463287 -0.3 -0.5 0.6 0.00
C 2.970636 1.586497 2.096222 -0.1 0.0 0.0 0.00
C 1.787394 2.442240 1.769568 0.0 0.4 0.2 0.00
C 1.727500 3.757129 2.201958 0.1 -0.2 -0.1 0.00
C 0.625875 4.538877 1.854431 -0.2 -0.1 -0.1 0.00
C -0.377243 4.016524 1.074120 0.0 0.2 0.1 0.00
C -0.272369 2.678480 0.643983 0.0 0.0 0.1 0.00
N 0.786526 1.920212 1.041944 0.1 0.2 0.2 0.00
N -1.124132 2.015902 -0.158136 -0.1 0.1 -0.4 0.00
Si -2.477023 2.750495 -0.990390 -0.2 0.1 0.1 0.00
C -3.485707 1.385908 -1.800209 0.2 0.2 0.0 0.00
C -1.730373 3.955399 -2.242896 -0.3 -0.2 0.1 0.00
C -3.622266 3.618321 0.241560 0.2 0.0 -0.2 0.00
H 2.868891 1.155787 3.095182 0.0 0.0 0.0 0.00
H 3.877745 2.190074 2.087306 0.0 0.0 0.0 0.00
H 3.066300 0.787570 1.370583 0.1 -0.1 0.0 0.00
H 2.539657 4.166876 2.785979 0.0 0.0 0.0 0.00
H 0.565009 5.565513 2.193122 0.0 0.0 0.0 0.00
H -1.228945 4.610513 0.775887 0.0 0.0 0.0 0.00
H -2.971899 0.922433 -2.641682 0.0 -0.1 0.0 0.00
H -4.433760 1.788844 -2.162247 0.0 0.1 0.0 0.00
H -3.716337 0.601879 -1.077851 0.0 0.0 0.1 0.00
H -1.085607 3.413467 -2.936874 0.0 0.0 0.0 0.00
H -1.105862 4.686056 -1.724654 0.0 0.0 0.0 0.00
H -2.478108 4.501076 -2.820915 0.0 0.0 0.0 0.00
H -3.316254 3.450863 1.275554 0.0 0.0 0.0 0.00
H -4.639379 3.237918 0.137922 0.0 0.0 0.0 0.00
H -3.659558 4.696748 0.072913 0.0 0.0 0.0 0.00
C -0.910345 -6.004261 3.211337 0.0 0.0 0.0 0.00
O 0.496447 -6.002491 3.041341 0.0 -0.1 0.0 0.00
C 1.051395 -4.981104 2.374056 0.2 0.3 -0.2 0.00
C 2.457046 -5.013014 2.265557 0.2 -0.2 0.0 0.01
C 3.104946 -4.028687 1.580522 0.0 -0.2 0.2 0.00
C 2.430103 -2.923336 1.021346 -0.3 0.4 -0.3 0.01
C 3.172860 -1.897924 0.327201 0.0 -0.5 0.5 0.00
C 4.651839 -2.086357 0.117640 0.0 0.1 -0.2 0.00
O 2.660908 -0.828564 -0.056398 0.0 0.3 -0.2 0.07
C 1.006918 -2.867084 1.161230 0.3 0.0 0.0 0.00
O 0.266751 -1.876351 0.758817 0.4 0.0 -0.3 0.03
C 0.353183 -3.937284 1.810914 -0.3 0.1 0.0 0.00
H -1.136742 -6.907451 3.770308 0.0 0.0 0.0 0.00
H -1.425195 -6.033586 2.247559 0.0 0.0 0.0 0.00
H -1.234153 -5.126831 3.777391 0.0 0.0 0.0 0.00
H 2.986968 -5.840971 2.715324 0.0 0.0 -0.1 0.00
H 4.178329 -4.102313 1.478782 0.0 0.0 0.0 0.00
H 4.845047 -3.033106 -0.383198 0.0 0.0 0.0 0.00
H 5.176480 -2.072852 1.073863 0.0 0.0 0.0 0.00
H 5.023238 -1.273665 -0.503492 0.0 0.0 0.0 0.00
H -0.723566 -3.866856 1.874411 0.0 0.0 0.0 0.00
N -2.507341 -1.541429 0.956194 0.2 -0.1 0.0 0.00
P -1.448344 -0.389576 1.646627 -1.0 -0.2 0.9 0.00
C -2.661326 0.787637 2.356990 0.2 0.1 -0.2 0.00
C -2.145936 1.783501 3.187516 0.0 0.0 0.0 0.00
C -2.993970 2.635901 3.873141 0.0 0.0 0.0 0.00
C -4.369589 2.496837 3.738087 0.0 0.0 0.0 0.00
C -4.886659 1.522446 2.898408 -0.1 0.1 0.0 0.00
C -4.037475 0.676132 2.197986 0.0 0.0 0.0 0.00
C -0.922657 -1.127573 3.231740 0.2 0.0 -0.3 0.00
C 0.405934 -1.033778 3.630009 -0.1 0.0 -0.1 0.00
C 0.817840 -1.610524 4.820047 0.0 0.0 0.1 0.00
C -0.099089 -2.280504 5.616859 0.0 0.0 0.0 0.00
C -1.431657 -2.352329 5.235797 -0.1 0.0 0.0 0.00
C -1.847778 -1.769025 4.049141 0.1 0.0 -0.1 0.00
C -2.377032 -1.972246 -0.349077 -0.1 0.2 -0.2 0.00
C -2.995478 -3.145497 -0.786605 0.0 0.0 0.1 0.00
C -2.933707 -3.472300 -2.122717 0.0 0.1 0.1 0.00
C -2.274243 -2.624523 -3.010536 0.0 -0.1 0.0 0.00
C -1.660551 -1.509831 -2.498941 -0.1 -0.1 0.0 0.00
N -1.708120 -1.183963 -1.196585 -0.2 -0.2 0.0 0.00
H -2.942682 -2.211453 1.572962 0.0 0.0 0.0 0.00
H -1.070073 1.872997 3.303200 0.0 0.0 0.1 0.00
H -2.586115 3.399909 4.522090 0.0 0.0 0.0 0.00
H -5.039524 3.149975 4.281197 0.0 0.0 0.0 0.00
H -5.958422 1.418022 2.789363 0.0 0.0 0.0 0.00
H -4.449428 -0.073222 1.534557 0.0 0.0 0.0 0.00
H 1.110625 -0.520220 2.986442 0.1 -0.1 0.0 0.00
H 1.852057 -1.542488 5.131322 0.0 0.0 0.0 0.00
H 0.223948 -2.734555 6.544091 0.0 0.0 0.0 0.00
H -2.149832 -2.852135 5.873198 0.0 0.0 0.0 0.00
H -2.894402 -1.804237 3.764577 0.0 0.0 0.1 0.00
H -3.498907 -3.781026 -0.070022 0.0 0.0 0.0 0.00
H -3.393445 -4.384107 -2.478616 0.0 0.0 0.0 0.00
H -2.199604 -2.865254 -4.059817 0.1 0.0 0.0 0.00
H -1.088669 -0.829474 -3.113133 0.1 -0.1 -0.1 0.00
Se 2.757125 0.297737 -2.359202 0.4 -0.8 -0.4 0.35
N 2.701715 1.708608 -1.286241 0.1 1.1 0.6 0.07
C 3.229400 2.726274 -1.911591 -0.3 -0.7 0.1 0.10
C 3.356558 4.049660 -1.388014 0.1 0.7 0.1 0.05
C 3.913528 4.998041 -2.176908 -0.3 -0.1 0.6 0.03
C 4.357685 4.704904 -3.511177 0.1 -0.4 -0.4 0.14
C 4.267132 3.453117 -4.050911 0.2 0.4 -0.2 -0.03
C 3.715934 2.424115 -3.263256 -0.1 -0.5 -0.2 0.11
N 3.557951 1.157858 -3.639155 0.3 0.4 -0.6 -0.05
H 3.016827 4.256324 -0.381129 0.0 0.0 0.0 0.00
H 4.032980 6.005734 -1.802798 0.0 0.0 0.0 0.00
H 4.781793 5.506096 -4.101542 0.0 0.0 0.0 0.01
H 4.607231 3.243081 -5.054989 0.0 0.0 0.0 0.00
F 1.058888 -1.995843 -2.240279 0.1 0.0 -0.1 0.00
P 1.810981 -3.148758 -3.191523 -0.4 -0.1 0.2 0.00
F 2.589105 -1.913100 -3.950549 0.0 0.1 -0.1 0.00
F 1.005023 -4.277441 -2.395632 0.1 0.1 -0.1 0.00
F 0.592665 -2.981429 -4.248822 0.0 0.0 0.0 0.00
F 3.010830 -3.191388 -2.112894 0.0 0.0 0.0 0.00
F 2.532296 -4.207055 -4.118113 0.1 0.0 -0.1 0.00
C -1.510984 1.235543 -5.190541 0.3 0.2 0.1 0.01
S 0.220126 1.494352 -4.699975 -0.4 -0.4 -0.4 0.00
C 0.909675 0.137833 -5.666017 0.0 0.1 0.2 0.00
O 0.316190 1.051209 -3.249560 0.0 0.0 0.2 0.06
H -1.578835 1.501505 -6.244910 0.0 0.0 0.0 0.00
H -2.140824 1.901424 -4.604724 0.1 0.0 0.0 0.00
H -1.806300 0.198738 -5.042948 0.1 0.0 0.0 0.00
H 0.601396 0.245474 -6.704681 0.0 0.1 0.0 0.00
H 0.569899 -0.808712 -5.245791 -0.1 0.0 0.0 0.00
H 1.992532 0.193133 -5.585224 0.0 0.0 0.0 0.00
```
Forces are in eV/Å.